{
  "formula": "C3H5NO",
  "method": "wB97M-V/def2-TZVPD",
  "species": ["O", "C", "C", "C", "N", "H", "H", "H", "H", "H"],
  "positions_angstrom": [[1.7578, 0.1597, 1.6457], [1.4240, -0.2590, 0.5507], [0.6231, 0.6062, -0.3455], [-1.0627, -0.1014, -0.6215], [-0.6128, 1.0823, 0.1562], [1.8628, -1.1870, 0.1322], [-0.1441, -0.3714, -1.2714], [-1.7971, 0.1768, -1.3764], [-1.3390, -0.9663, -0.0215], [-0.7120, 0.8601, 1.1515]],
  "forces_ev_per_angstrom": [[-0.200, -0.143, -0.359], [0.122, 0.113, 0.186], [0.020, 0.109, 0.193], [-0.351, -0.181, -0.019], [0.120, 0.066, 0.127], [-0.116, 0.093, -0.005], [0.077, -0.141, -0.040], [0.143, -0.044, 0.017], [0.102, 0.143, -0.031], [0.083, -0.015, -0.069]],
  "nbo_charge": [-0.5354, 0.2723, 0.0582, -0.4032, -0.6097, 0.1227, 0.2716, 0.2446, 0.2221, 0.3567],
  "orbital_gap_ev": 8.66,
  "homo_energy_ev": -8.514,
  "e_lumo_ev": 0.14,
  "fmax_ev_per_a": 0.4,
  "charge": 0,
  "total_energy_ev": -6724.819
}

{
  "formula": "C3H5NO",
  "method": "wB97M-V/def2-TZVPD",
  "species": ["C", "C", "N", "C", "O", "H", "H", "H", "H", "H"],
  "positions_angstrom": [[-0.6591, -0.7304, 0.0121], [-0.5484, 0.7937, 0.1915], [0.8966, 1.0580, 0.1669], [1.4243, -0.0213, -0.2294], [0.6483, -1.1032, -0.4700], [-0.8247, -1.2534, 0.9607], [-1.4057, -1.0520, -0.7161], [-1.0195, 1.3457, -0.6309], [-0.9956, 1.1410, 1.1266], [2.4838, -0.1781, -0.4114]],
  "forces_ev_per_angstrom": [[-0.200, 0.023, 0.093], [-0.297, 0.027, 0.001], [0.181, -0.348, -0.132], [0.172, 0.269, 0.073], [0.035, -0.037, -0.015], [-0.004, 0.076, -0.129], [0.122, 0.057, 0.083], [0.048, -0.073, 0.127], [0.095, -0.049, -0.127], [-0.151, 0.055, 0.026]],
  "nbo_charge": [-0.1014, -0.2839, -0.4663, 0.3757, -0.4936, 0.1802, 0.1959, 0.1978, 0.2077, 0.1880],
  "orbital_gap_ev": 10.66,
  "homo_energy_ev": -9.641,
  "e_lumo_ev": 1.02,
  "fmax_ev_per_a": 0.4,
  "smiles": "C1=NCCO1",
  "charge": 0,
  "total_energy_ev": -6728.975
}

{
  "formula": "C3H5NO",
  "method": "wB97M-V/def2-TZVPD",
  "species": ["O", "C", "N", "C", "C", "H", "H", "H", "H", "H"],
  "positions_angstrom": [[1.9374, -0.5971, -0.7870], [1.5182, 0.2467, -0.0266], [0.2698, 0.1348, 0.5808], [-1.0379, 0.6073, 0.1250], [-0.6433, -0.8188, -0.0055], [2.1614, 1.0751, 0.3186], [-1.7532, 0.8958, 0.8981], [-1.0720, 1.2025, -0.7916], [-0.4069, -1.1674, -1.0053], [-0.9737, -1.5789, 0.6935]],
  "forces_ev_per_angstrom": [[0.134, 0.418, 0.273], [0.106, -0.289, -0.396], [0.116, -0.199, 0.102], [-0.127, 0.192, -0.028], [-0.051, -0.153, -0.048], [-0.399, 0.053, -0.061], [0.413, 0.067, -0.137], [0.041, -0.203, 0.275], [0.063, -0.023, 0.138], [-0.296, 0.136, -0.119]],
  "nbo_charge": [-0.5611, 0.5310, -0.4616, -0.2260, -0.2497, 0.1287, 0.2090, 0.2036, 0.2175, 0.2086],
  "orbital_gap_ev": 10.91,
  "homo_energy_ev": -9.930,
  "e_lumo_ev": 0.98,
  "fmax_ev_per_a": 0.5,
  "smiles": "O=CN1CC1",
  "charge": 0,
  "total_energy_ev": -6728.122
}

{
  "formula": "C3H5NO",
  "method": "wB97M-V/def2-TZVPD",
  "species": ["C", "C", "C", "N", "O", "H", "H", "H", "H", "H"],
  "positions_angstrom": [[-1.0662, 0.4551, 0.0333], [1.3788, -0.7328, 0.3818], [0.3438, 0.0852, -0.2141], [-2.0811, -0.2571, 0.1443], [1.5702, 0.6738, 0.0856], [-1.1978, 1.6658, 0.0027], [1.6158, -0.9967, 1.4227], [2.0722, -1.2368, -0.3267], [0.3725, 0.1058, -1.9603], [-3.0083, 0.2376, 0.4307]],
  "forces_ev_per_angstrom": [[-0.066, 5.094, 0.224], [2.639, -0.498, -1.015], [0.625, -0.653, -4.604], [-1.889, -0.922, 1.246], [-1.864, 0.867, 0.983], [0.606, -2.480, 0.264], [-1.077, 0.150, -0.295], [-1.016, -0.438, 0.583], [-0.382, -0.420, 3.772], [2.424, -0.701, -1.158]],
  "nbo_charge": [0.0776, -0.1421, 0.1666, -0.6019, -0.4844, 0.1494, 0.2104, 0.1978, 0.0599, 0.3668],
  "orbital_gap_ev": 9.47,
  "homo_energy_ev": -9.431,
  "e_lumo_ev": 0.04,
  "fmax_ev_per_a": 5.1,
  "charge": 0,
  "total_energy_ev": -6724.157
}

{
  "formula": "C3H5NO",
  "method": "wB97M-V/def2-TZVPD",
  "species": ["C", "C", "C", "H", "H", "H", "H", "H", "N", "O"],
  "positions_angstrom": [[0.7268, -0.1592, -0.6895], [-0.3116, -1.1544, -0.9563], [-1.1649, -1.9664, -1.2229], [-0.0143, 0.9588, 2.1191], [1.3022, -0.0136, -1.6049], [0.2786, 0.7849, -0.3831], [1.4277, -0.4924, 0.0902], [-1.9676, -2.6274, -1.4563], [0.1625, 1.9437, 1.7054], [-0.4395, 2.7260, 2.3983]],
  "forces_ev_per_angstrom": [[0.100, -0.334, -0.023], [-0.621, -0.698, -0.151], [0.521, 0.737, 0.246], [0.242, 0.589, -0.434], [0.023, 0.182, 0.078], [0.136, 0.003, -0.112], [-0.278, 0.063, -0.182], [0.149, -0.011, 0.033], [-0.829, -0.034, 1.222], [0.557, -0.497, -0.676]],
  "nbo_charge": [-0.6925, -0.0112, -0.2541, 0.2495, 0.2423, 0.2439, 0.2328, 0.2349, -0.0106, -0.2349],
  "orbital_gap_ev": 9.27,
  "homo_energy_ev": -9.827,
  "e_lumo_ev": -0.55,
  "fmax_ev_per_a": 1.5,
  "smiles": "C#CC.N=O",
  "charge": 0,
  "total_energy_ev": -6724.805
}

{
  "formula": "C3H5NO",
  "method": "wB97M-V/def2-TZVPD",
  "species": ["C", "C", "C", "N", "O", "H", "H", "H", "H", "H"],
  "positions_angstrom": [[-1.4667, -0.4193, -0.0147], [2.0121, 0.3839, 0.0432], [-0.1324, -0.2045, 0.0003], [0.8229, 0.8069, 0.0682], [-2.5674, 0.4140, 0.1060], [-1.7987, -1.5111, -0.1882], [-2.2497, 1.3547, -0.0831], [2.9278, 1.1065, 0.0649], [2.1428, -0.6345, 0.0250], [0.3094, -1.2967, -0.0215]],
  "forces_ev_per_angstrom": [[-0.741, -0.420, -0.177], [1.253, 3.535, 0.237], [0.048, -3.950, 0.011], [-0.990, 0.944, -0.068], [1.879, 1.449, -0.801], [0.516, 2.047, 0.574], [-0.674, -1.744, 0.549], [-1.894, -1.324, -0.015], [0.998, -2.540, -0.143], [-0.395, 2.001, -0.166]],
  "nbo_charge": [0.1506, -0.0348, -0.1721, -0.4171, -0.6795, 0.1916, 0.4866, 0.1822, 0.1434, 0.1492],
  "orbital_gap_ev": 9.63,
  "homo_energy_ev": -8.831,
  "e_lumo_ev": 0.80,
  "fmax_ev_per_a": 3.9,
  "smiles": "C=N/C=C\\O",
  "charge": 0,
  "total_energy_ev": -6727.186
}

{
  "formula": "C3H5NO2",
  "method": "wB97M-V/def2-TZVPD",
  "species": ["N", "C", "C", "O", "C", "O", "H", "H", "H", "H", "H"],
  "positions_angstrom": [[1.8695, -1.0399, -0.3676], [0.7339, -0.4987, -0.2097], [-0.4670, -0.7945, 0.6757], [-1.3927, 0.2193, 0.5352], [-0.6734, 1.2520, -0.1089], [0.2934, 0.6180, -0.9101], [2.4968, -0.3147, -0.7110], [-0.3386, -1.4758, -0.4110], [-0.8316, -1.5275, 1.3974], [-1.3589, 1.8214, -0.7333], [-0.1743, 1.8783, 0.6433]],
  "forces_ev_per_angstrom": [[-0.287, 0.369, 0.785], [0.765, 1.384, 1.903], [0.250, -1.912, -3.238], [0.046, 0.091, -0.338], [-0.195, 0.365, 0.056], [0.362, 0.175, 0.118], [-0.048, -0.438, -0.740], [-2.234, -0.229, 1.451], [1.299, 0.142, 0.068], [0.132, 0.022, 0.014], [-0.091, 0.031, -0.080]],
  "nbo_charge": [-0.7480, 0.4763, -0.1275, -0.5002, 0.2218, -0.5131, 0.3671, 0.2347, 0.2570, 0.1851, 0.1469],
  "orbital_gap_ev": 9.66,
  "homo_energy_ev": -8.866,
  "e_lumo_ev": 0.79,
  "fmax_ev_per_a": 3.8,
  "smiles": "[H]/N=C1/COCO1",
  "charge": 0,
  "total_energy_ev": -8773.675
}

{
  "formula": "C3H5NO2",
  "method": "wB97M-V/def2-TZVPD",
  "species": ["O", "C", "C", "O", "C", "N", "H", "H", "H", "H", "H"],
  "positions_angstrom": [[0.4260, 1.4778, 1.2007], [0.0281, 0.3981, 0.4417], [1.0883, -0.6473, 0.1934], [0.8664, -1.3191, -1.0252], [-1.1574, 0.2600, -0.1173], [-2.3045, -0.0166, -0.4861], [-0.3240, 1.7852, 1.7249], [0.7477, -0.6312, -1.6944], [2.0757, -0.1626, 0.2351], [1.0624, -1.4165, 0.9725], [-2.5086, 0.2721, -1.4454]],
  "forces_ev_per_angstrom": [[-0.163, 0.076, 0.148], [-0.212, -0.273, -0.263], [0.053, 0.049, 0.274], [0.064, 0.085, -0.222], [-0.333, -0.060, 0.019], [0.535, 0.168, 0.114], [0.140, 0.016, -0.056], [0.059, -0.225, -0.012], [-0.181, 0.002, -0.020], [0.040, 0.109, -0.062], [-0.003, 0.054, 0.080]],
  "nbo_charge": [-0.6717, 0.0736, -0.0845, -0.6991, 0.2958, -0.5946, 0.4854, 0.4645, 0.1773, 0.1915, 0.3617],
  "orbital_gap_ev": 9.07,
  "homo_energy_ev": -8.474,
  "e_lumo_ev": 0.59,
  "fmax_ev_per_a": 0.6,
  "smiles": "N=C=C(O)CO",
  "charge": 0,
  "total_energy_ev": -8774.935
}

{
  "formula": "C3H5NO2",
  "method": "wB97M-V/def2-TZVPD",
  "species": ["C", "C", "C", "N", "O", "O", "H", "H", "H", "H", "H"],
  "positions_angstrom": [[0.4405, -1.4902, 0.0238], [0.3033, -0.2022, 0.0136], [0.9707, 1.0841, -0.0102], [-1.7102, 0.1086, -0.0091], [-2.3462, -0.8945, 0.0827], [-2.0261, 1.2557, -0.1180], [-0.4402, -2.1240, 0.0357], [1.3871, -2.0062, 0.0314], [1.0789, 1.4782, 1.0007], [0.3833, 1.8002, -0.5882], [1.9587, 0.9903, -0.4624]],
  "forces_ev_per_angstrom": [[-0.052, -0.355, 0.023], [-3.173, 0.033, -0.117], [0.123, 0.363, 0.053], [4.448, -0.545, 0.084], [-0.831, 0.099, -0.018], [-0.768, 0.146, -0.020], [-0.115, 0.120, 0.004], [0.329, 0.142, -0.009], [0.002, 0.048, -0.008], [0.016, -0.031, 0.020], [0.021, -0.020, -0.013]],
  "nbo_charge": [-0.4702, 0.1762, -0.7216, 0.5232, -0.3700, -0.3767, 0.2571, 0.2272, 0.2445, 0.2657, 0.2447],
  "orbital_gap_ev": 10.30,
  "homo_energy_ev": -9.584,
  "e_lumo_ev": 0.71,
  "fmax_ev_per_a": 4.5,
  "charge": 0,
  "total_energy_ev": -8772.424
}

{
  "formula": "C3H5NO2",
  "method": "wB97M-V/def2-TZVPD",
  "species": ["O", "C", "C", "N", "C", "O", "H", "H", "H", "H", "H"],
  "positions_angstrom": [[-0.3184, -1.5591, 1.2662], [-0.0229, -0.5072, 0.4431], [1.0429, -0.2562, -0.5986], [0.1256, 0.7844, -1.1663], [-0.7386, 0.5008, -0.0784], [-1.9016, 1.1518, 0.0925], [0.4229, -1.7201, 1.8665], [-2.3444, 0.7761, 0.8647], [1.9812, 0.1717, -0.2258], [1.2437, -1.0699, -1.2999], [0.5096, 1.7277, -1.1640]],
  "forces_ev_per_angstrom": [[0.178, -0.010, 0.167], [-0.097, 0.267, -0.135], [0.303, -0.268, 0.004], [0.003, 0.245, 0.050], [0.061, -0.141, 0.048], [-0.073, -0.197, 0.136], [-0.218, 0.109, -0.135], [-0.011, 0.069, -0.086], [-0.102, -0.088, -0.097], [-0.036, 0.100, 0.011], [-0.007, -0.086, 0.036]],
  "nbo_charge": [-0.6812, 0.0846, -0.2449, -0.5898, 0.3832, -0.6574, 0.4796, 0.4928, 0.1834, 0.1955, 0.3543],
  "orbital_gap_ev": 8.50,
  "homo_energy_ev": -7.834,
  "e_lumo_ev": 0.66,
  "fmax_ev_per_a": 0.4,
  "charge": 0,
  "total_energy_ev": -8775.040
}